(1)
The following is a quantum chemistry calculation of C28H49N2OP3PmS as an isolated structure in a non-equilibrium geometry, from the Open Molecules 2025 dataset.

Summary:
Kohn-Sham gap (spin up / spin down) ... 4.3 / 4.4 eV
Max |F| ... 0.071 hartree/bohr
Net charge ... +3
2S+1 ... 5
Relative energy (zero: lowest compared OMol25 entry of this formula, charge and spin) ... 97.6 kJ/mol
⟨S²⟩ ... 6.01

```
85
C28H49N2OP3PmS (ωB97M-V/def2-TZVPD)
Pm -0.80644 0.11850 -0.39651
P -0.52306 -2.10954 1.50086
P -0.46739 -1.88302 -2.76698
P -3.43212 -1.08991 -0.10541
H 1.16878 4.08614 1.61596
C 0.30108 4.19019 2.28792
C 0.05882 3.36281 3.30954
H 0.72873 2.51244 3.52390
C 1.19750 -2.06295 2.16131
C -0.55206 -3.90436 1.02457
C -1.41121 -2.24357 3.12305
C -0.55164 -1.11919 -4.38646
C 1.16017 -2.51245 -2.57174
C -1.58936 -3.28924 -2.78459
C -4.29210 -0.25242 1.29451
C -3.95383 -2.82030 0.14814
C -4.51856 -0.60179 -1.50801
H -0.34606 5.05252 2.09051
H -0.85693 3.46296 3.92050
H 1.35382 -1.16331 2.77345
H 1.91317 -2.02564 1.32884
H 1.42039 -2.95794 2.76849
H 0.01237 -4.06065 0.09598
H -1.57723 -4.25798 0.85662
H -0.08585 -4.50894 1.81919
H -1.22688 -1.33738 3.71783
H -1.05448 -3.11143 3.70250
H -2.49632 -2.34424 2.98451
H -0.36346 -1.93655 -5.09329
H 0.22205 -0.34449 -4.44232
H -1.52539 -0.65115 -4.56841
H 1.30133 -3.07962 -3.50321
H 1.22495 -3.18183 -1.70874
H 1.91236 -1.72257 -2.49996
H -1.31841 -3.79608 -3.71358
H -2.65002 -3.00178 -2.77924
H -1.38983 -3.90953 -1.90384
H -5.36595 -0.46492 1.20419
H -4.12026 0.83035 1.24178
H -3.90772 -0.62101 2.25415
H -5.04304 -2.89454 0.02435
H -3.67772 -3.16353 1.15153
H -3.46830 -3.47216 -0.58637
H -5.54328 -0.92800 -1.28741
H -4.17980 -1.05650 -2.45032
H -4.52276 0.49192 -1.60354
C -2.96451 3.38435 -0.01358
C -3.60518 3.34157 -1.27561
C -4.75120 4.09819 -1.51583
C -5.29283 4.92410 -0.52216
C -4.63323 4.98858 0.71388
C -3.49662 4.22596 0.97824
S -1.50346 2.51273 0.35765
H -1.46700 -1.07083 -2.04277
H -3.18463 2.72834 -2.05587
H -5.22786 4.07602 -2.50126
H -6.21013 5.52510 -0.69668
H -5.02158 5.66072 1.48347
H -2.97747 4.25989 1.93466
C 6.11767 0.46224 -0.59242
N 4.74079 0.61886 -1.02617
N 3.67307 0.53894 -0.17765
C 2.52063 0.73784 -0.88574
O 1.33383 0.62086 -0.36022
C 2.92178 0.97490 -2.22472
C 4.29396 0.86187 -2.27438
C 5.23166 0.92630 -3.42440
C 3.82753 0.27950 1.22422
C 3.24124 1.16269 2.14316
C 3.42054 0.93681 3.51099
C 4.14328 -0.19424 3.93370
C 4.69481 -1.09791 3.00099
C 4.54433 -0.84781 1.63468
H 6.38195 1.13702 0.23212
H 6.77747 0.71932 -1.42580
H 6.36195 -0.57060 -0.29930
H 2.24469 1.19198 -3.03715
H 5.98377 1.72784 -3.36084
H 5.78537 -0.01398 -3.56924
H 4.66131 1.10497 -4.34385
H 2.68488 2.02965 1.77294
H 3.02711 1.65284 4.23394
H 4.32211 -0.34609 5.00014
H 5.27616 -1.97202 3.31964
H 4.96575 -1.52382 0.88697
```

Electronic structure analysis, Mulliken charges in units of e: -0.0794, 0.7632, 1.2648, 0.7830, 0.2205, -0.6808, -0.1717, 0.0200, -1.0352, -1.3536, -1.2895, -1.1356, -0.6851, -1.2691, -0.9474, -1.4034, -1.1387, 0.3202, 0.2870, 0.2374, 0.2230, 0.5450, 0.2757, 0.3564, 0.5148, 0.3984, 0.4589, 0.3372, 0.4637, 0.3836, 0.4170, 0.4752, 0.2954, 0.1995, 0.5590, 0.3294, 0.3273, 0.4483, 0.2249, 0.3031, 0.5154, 0.4069, 0.2792, 0.4882, 0.3384, 0.2764, 0.6195, -0.4916, -0.5881, -0.5212, -0.5637, -0.4871, -0.0591, -0.4731, 0.5293, 0.3867, 0.3815, 0.3832, 0.4642, -0.8031, -0.1122, 0.7803, 0.2719, -0.0329, -1.2445, 1.0061, -1.7326, -0.0866, -0.2694, -0.7876, -0.5194, -0.8617, 0.1480, 0.3418, 0.3945, 0.3076, 0.5630, 0.4135, 0.3949, 0.3646, 0.4792, 0.4934, 0.4656, 0.4252, 0.4733

=====

(2)
The following is a quantum chemistry calculation of C28H49N2OP3RhSe as an isolated structure in a non-equilibrium geometry, from the Open Molecules 2025 dataset.

Summary:
Kohn-Sham gap (spin up / spin down) ... 6.1 / 2.5 eV
Max |F| ... 0.080 hartree/bohr
Net charge ... +3
2S+1 ... 5
Relative energy (zero: lowest compared OMol25 entry of this formula, charge and spin) ... 273.8 kJ/mol
⟨S²⟩ ... 6.03

```
85
C28H49N2OP3RhSe (ωB97M-V/def2-TZVPD)
Rh 0.04816 1.38546 -1.10495
P 1.21510 1.71175 1.20003
P -1.86144 2.15039 -0.50431
P 1.55719 2.78656 -2.08416
H 0.58446 -1.37499 -1.49266
C 1.52504 -0.79707 -1.51102
C 2.36513 -0.72671 -0.44045
H 2.07153 -1.13425 0.52990
C 0.82109 0.51966 2.55761
C 0.67419 3.29799 1.96441
C 3.03791 1.90912 1.39047
C -3.04265 1.58007 -1.72250
C -2.52893 1.61776 1.08414
C -1.79966 3.95369 -0.54477
C 3.22459 2.13436 -2.41231
C 1.86298 4.34790 -1.19117
C 0.98113 3.39600 -3.70036
H 1.91378 -0.56024 -2.51209
H 3.27137 -0.12208 -0.52210
H 1.14293 -0.48496 2.25875
H -0.26386 0.48295 2.73213
H 1.32260 0.79139 3.50051
H -0.40218 3.30162 2.14985
H 0.92585 4.14982 1.32401
H 1.18933 3.43105 2.92786
H 3.56356 0.99379 1.10946
H 3.27652 2.11863 2.45007
H 3.44631 2.73579 0.79321
H -4.01752 1.97369 -1.40340
H -3.04564 0.48162 -1.74765
H -2.74816 1.95865 -2.71006
H -3.59168 1.88405 1.03728
H -2.05459 2.12783 1.93015
H -2.41447 0.52938 1.19013
H -2.84533 4.26027 -0.45044
H -1.37241 4.28679 -1.49942
H -1.20106 4.33868 0.29031
H 3.72300 2.79561 -3.13379
H 3.18040 1.12777 -2.83835
H 3.82695 2.11005 -1.49671
H 2.34561 5.05910 -1.87513
H 2.52412 4.20016 -0.33196
H 0.91896 4.78801 -0.85229
H 1.71457 4.10152 -4.11026
H 0.01783 3.90236 -3.58558
H 0.85249 2.55108 -4.39059
C -0.09060 -1.06950 -4.88374
C 0.83243 -2.08994 -4.61482
C 1.16738 -3.03888 -5.57116
C 0.50851 -3.03554 -6.80702
C -0.49997 -2.08678 -7.07150
C -0.79455 -1.11802 -6.11367
Se -0.42962 0.40034 -3.72626
H -0.13984 0.92145 0.49030
H 1.29792 -2.12472 -3.64344
H 1.93136 -3.78617 -5.34949
H 0.74934 -3.78822 -7.55870
H -1.05371 -2.12313 -8.01957
H -1.56749 -0.37801 -6.29987
C -0.48110 -4.51800 4.35536
N -0.32428 -3.79108 3.10249
N -1.24620 -2.88408 2.68544
C -1.04968 -2.60915 1.32014
O -1.58519 -1.66961 0.72779
C -0.05773 -3.57856 0.91808
C 0.33378 -4.27828 2.01788
C 1.31660 -5.37935 2.14071
C -1.90098 -2.00074 3.58507
C -1.25370 -1.55236 4.73937
C -1.83901 -0.54830 5.51360
C -3.06425 0.00372 5.12510
C -3.71555 -0.45147 3.97268
C -3.13469 -1.45916 3.20678
H 0.50602 -4.92621 4.60620
H -1.20572 -5.34538 4.25634
H -0.80713 -3.85728 5.16055
H 0.30963 -3.67078 -0.09139
H 1.97937 -5.26105 3.01013
H 0.82489 -6.36288 2.21556
H 1.95293 -5.40328 1.24539
H -0.27923 -1.95182 5.01563
H -1.33440 -0.19201 6.41496
H -3.51871 0.79543 5.71881
H -4.66902 -0.02691 3.65448
H -3.60288 -1.83638 2.30001
```

Electronic structure analysis, Mulliken charges in units of e: -0.7296, 0.3490, 1.6024, 1.2238, 0.5675, -0.3016, -1.2596, 0.4073, -0.8348, -1.4011, -1.2450, -1.3944, -0.9229, -1.4475, -1.3000, -1.4207, -1.2797, 0.3028, 0.4409, 0.1234, 0.1374, 0.6421, 0.3182, 0.3327, 0.5658, 0.3797, 0.5412, 0.3308, 0.5495, 0.3153, 0.3597, 0.6558, 0.3890, 0.0213, 0.5553, 0.3249, 0.3045, 0.4976, 0.2620, 0.3287, 0.5513, 0.3460, 0.3357, 0.5355, 0.3162, 0.4462, 0.8546, -0.0139, -0.7709, -0.3209, -0.7461, -0.5514, 0.1386, 0.4135, 0.4517, 0.4308, 0.4284, 0.4137, 0.4073, -1.1391, -0.0683, 0.5138, 0.4041, -0.5981, -1.2190, 0.7954, -1.5324, 0.0307, 0.1118, -1.0282, -0.5510, -0.7028, -0.2791, 0.3469, 0.3258, 0.5333, 0.5774, 0.3842, 0.3026, 0.3857, 0.5993, 0.4176, 0.4384, 0.4938, 0.4993

=====

(3)
The following is a quantum chemistry calculation of C28H50BBeBrCl3CsF5LiMgO8S as an isolated structure in a non-equilibrium geometry, from the Open Molecules 2025 dataset.

Summary:
Kohn-Sham gap ... 1.3 eV
Max |F| ... 0.248 hartree/bohr
Net charge ... +2

```
101
C28H50BBeBrCl3CsF5LiMgO8S (ωB97M-V/def2-TZVPD)
C 4.23373 1.23403 4.04628
C 3.58157 0.53072 3.32107
C 2.58380 -0.31042 2.46807
C 1.35599 0.65875 2.34738
C 0.12798 0.43149 3.24796
C -1.18566 -0.02361 2.54901
C -1.05550 -0.70128 1.19756
C -1.00338 0.14420 -0.08311
C -1.47078 1.59515 -0.03023
C -2.98072 1.81968 0.02171
O -3.30578 3.01420 -0.70452
C -3.15624 2.86591 -2.10148
C 3.44105 -0.68324 1.20050
C 4.08962 0.53511 0.56023
C 4.48337 0.32516 -0.97870
C 5.91526 -0.15612 -1.17965
S 5.99043 -1.94178 -1.29995
O 6.42609 -2.26229 -2.64727
O 4.72879 -2.50891 -0.92837
O 7.09571 -2.44192 -0.32237
C 4.47440 -1.51102 1.95655
O 5.65609 -1.49250 1.86975
O 3.76816 -2.29909 2.82400
C 2.55232 -1.66863 3.27508
Cl 2.78772 -1.48093 5.02769
C 1.50972 -2.80644 3.10351
C 1.77952 -3.73191 1.91622
C 0.47733 -4.23426 1.15836
C -0.82410 -4.58510 1.92983
C -1.86730 -5.22815 0.97040
C -2.86495 -4.29580 0.27759
C -2.45574 -3.91104 -1.13016
O -3.37304 -2.94997 -1.60052
C -3.13871 -2.62919 -2.95825
H 4.56062 2.04272 4.65465
H 1.72237 1.64493 2.61932
H 1.11342 0.73102 1.28885
H -0.10149 1.39418 3.69527
H 0.33134 -0.21142 4.09915
H -1.66177 -0.75218 3.20515
H -1.87652 0.81464 2.54925
H -0.14589 -1.29930 1.21312
H -1.85768 -1.41429 1.09459
H 0.01402 0.16542 -0.47211
H -1.58940 -0.34587 -0.85622
H -1.07409 2.09823 0.85684
H -1.07184 2.11002 -0.88723
H -3.31135 1.98101 1.04244
H -3.52755 0.95322 -0.35725
H -3.81254 3.53395 -2.64568
H -3.32422 1.83906 -2.41950
H -2.09345 3.14584 -2.39094
H 2.92051 -1.30851 0.48032
H 5.02838 0.83430 1.08746
H 3.36802 1.43435 0.54428
H 3.77822 -0.39343 -1.38364
H 4.33778 1.26002 -1.57959
H 6.37127 0.24215 -2.07907
H 6.56840 0.16066 -0.36865
H 7.92219 -2.61806 -0.82614
H 0.46833 -2.49991 3.08817
H 1.61253 -3.41786 4.00011
H 2.49923 -4.71297 2.46554
H 2.42955 -3.37991 1.11752
H 0.15653 -3.51596 0.40786
H 0.80549 -5.12273 0.62384
H -0.69059 -5.24787 2.77880
H -1.26617 -3.68717 2.35518
H -2.45380 -5.95320 1.52984
H -1.29866 -5.74436 0.17891
H -3.07042 -3.39455 0.84227
H -3.81522 -4.81471 0.17896
H -1.44605 -3.47552 -1.17448
H -2.48642 -4.77684 -1.79945
H -3.46443 -3.44383 -3.60620
H -2.07099 -2.46954 -3.13791
H -3.68469 -1.72894 -3.21173
Mg -1.02478 4.54207 -1.57651
C -6.48845 3.94601 -3.48171
O -5.28121 3.79150 -4.06159
H -7.03532 2.98146 -3.34551
H -6.50269 4.39803 -2.47266
H -7.22636 4.55367 -4.04429
Cl -3.24266 8.92277 -4.29956
C -5.02232 9.01274 -4.43727
C -5.70470 8.05100 -3.50007
Cl -5.44859 6.33992 -3.96303
H -5.28854 8.81717 -5.47217
H -5.30775 10.03437 -4.19372
H -6.78040 8.22039 -3.51558
H -5.34982 8.17813 -2.48048
B 1.69230 3.48697 -0.83158
F 3.04699 3.40204 -1.27000
F 1.00785 4.53336 -1.54992
F 1.07856 2.28984 -1.08027
F 1.63733 3.75615 0.55409
Li 0.16920 -7.80904 1.57533
Br 1.76432 -6.02597 2.98996
F -0.38452 -5.73146 5.01913
Cs 4.04122 2.99680 0.65098
Be 8.46059 -2.64548 -3.31962
```

Mulliken atomic charge list, values in e, 99 entries: 0.0676, -2.3265, 1.8160, 0.1920, -1.5201, -1.1668, 1.2851, -1.4157, 1.1003, -0.9630, -0.4069, -0.3975, -0.2726, -4.5841, -0.4343, -1.0072, 1.1799, -0.5977, -0.5153, -0.3371, 0.1670, -0.5557, -0.4463, 0.7382, -0.0924, -1.4658, -0.3542, -1.1005, 0.5766, -1.1427, -0.7395, -0.4021, -0.3536, -0.7659, 0.6223, 0.9156, -0.5088, 0.5536, 0.5278, 0.5352, 0.3374, -1.0069, 0.2292, 0.0404, 0.7771, 0.2070, -0.3280, 0.2670, 0.4835, 0.5152, 0.1980, -0.0906, 0.8432, 0.4077, 3.5112, 0.4928, 0.5394, 0.5180, 0.4301, 0.2049, 0.3756, 1.1011, 0.2164, 0.6127, 0.0910, 0.4982, 0.4949, -0.0470, 0.3508, 0.4481, 0.2175, 0.3753, 0.2029, 0.4931, 0.3264, 0.3124, 0.2511, 1.0299, -0.6796, -0.6039, 0.2672, 0.2911, 0.3458, -0.1966, -0.4435, -0.4805, -0.1104, 0.3192, 0.3330, 0.3081, 0.2804, 0.5089, -0.3981, -0.3259, -0.3422, -0.3974, 0.9456, -0.2038, -0.5566